Entry 1:
Below is a molecular structure, C33H41F4N5O4Zr at a distorted geometry, with properties calculated with ωB97M-V/def2-TZVPD.

The geometry in XYZ format:
```
88
Properties=species:S:1:pos:R:3:forces:R:3
H -0.6582 2.1294 4.5783 -0.05 0.04 0.05
H 0.9092 0.3345 5.3412 -0.04 0.00 -0.04
C 2.2310 2.2450 0.1538 0.13 0.06 0.12
H 0.2543 -0.7338 4.0819 0.00 -0.01 0.02
H -1.9950 2.3864 -5.2782 0.01 0.02 0.03
C -0.5374 4.6569 -0.3877 0.00 0.07 0.00
C 2.9542 -2.7530 3.6046 0.19 0.06 0.04
H -0.7835 5.7114 -0.4449 0.00 0.03 0.01
N 0.0463 0.3926 -3.4236 0.37 -0.16 -0.01
H 2.1156 -0.0760 -2.3005 0.01 0.13 -0.09
C 0.0221 0.1075 4.7382 -0.06 0.06 -0.04
N 0.0101 1.9350 -0.2608 0.07 0.44 0.19
H 0.1238 -0.5710 -6.0427 -0.03 -0.01 0.00
C -2.1271 1.2011 -0.9577 0.15 0.04 -0.16
C 0.7997 1.8039 3.0646 -0.20 0.05 0.09
H 0.1166 -1.5772 -4.0793 0.07 -0.04 -0.06
F 6.3159 -1.8242 2.7949 0.13 0.02 -0.01
H 1.5319 5.0076 -0.0280 -0.04 0.02 0.01
H -5.1448 -0.3012 2.1006 -0.01 -0.03 -0.04
H -4.9565 1.8983 3.2272 -0.01 0.00 0.03
C 4.9878 -2.0728 2.6865 -0.04 -0.01 0.03
C 1.0685 2.8751 -0.0707 -0.28 0.09 -0.31
C 0.7385 4.2806 -0.1589 -0.05 -0.09 0.07
H 2.4198 -1.5501 -3.2187 0.01 -0.01 -0.08
C -0.1669 -1.0129 -3.1838 -0.08 0.01 0.02
H 1.0403 2.6212 -4.3726 0.00 0.01 -0.05
C 0.4656 -2.9543 -1.9560 -0.14 -0.03 0.05
H -1.2013 -1.2546 -2.9255 -0.10 -0.07 0.02
C 4.3922 -1.8605 1.4600 -0.22 0.03 -0.01
H 0.9338 -3.3198 -1.0462 0.04 0.00 0.02
H -3.3531 -1.6143 -0.6606 0.06 -0.02 0.02
H -2.7171 2.5887 4.0665 0.04 0.00 0.00
H 0.5387 2.6727 2.4621 0.02 0.01 -0.04
H 0.9022 -3.4617 -2.8302 0.00 -0.01 -0.05
N 2.2643 -1.7908 0.1300 -0.20 0.29 0.07
H -0.3109 0.9047 -2.6281 0.02 0.09 0.09
H -2.6046 3.9541 -0.8561 0.02 -0.01 -0.02
C -2.8112 1.7111 3.4306 0.00 -0.01 0.04
H 1.1092 0.9982 2.4035 0.23 0.15 0.12
C -0.3911 1.3215 3.8888 0.06 -0.10 -0.08
F 5.2398 -1.4540 0.4765 -0.04 0.10 -0.15
H -1.5232 -2.9448 2.3406 -0.02 -0.02 0.03
H 3.8027 -0.9459 -1.0864 0.14 0.09 -0.02
O 3.4294 2.8854 0.3722 0.22 0.05 0.02
H -2.9220 -2.9587 3.4296 0.01 -0.01 -0.04
O 2.2663 0.9225 0.2218 0.33 0.64 0.10
H 4.0115 2.1705 0.6569 0.04 0.03 0.02
C -3.2944 -2.0675 1.4735 0.30 -0.01 0.01
N 0.6514 -1.5112 -2.0516 0.11 0.57 -0.08
F 1.0747 -2.9686 2.2750 -0.27 -0.04 -0.02
O -3.2760 1.3419 -1.3435 -0.12 -0.03 0.03
C -2.6043 -3.0903 2.3910 -0.04 0.09 -0.06
O -1.4536 0.0831 -0.9826 -0.44 0.28 0.16
C -1.6241 1.9036 -4.3684 -0.06 -0.06 0.01
C -4.1624 0.0963 2.3412 -0.01 0.05 0.06
C -0.7453 0.0287 -5.7608 -0.02 -0.01 0.01
C -1.7276 -0.1184 2.2054 -0.23 -0.12 0.59
H -0.7891 -0.1905 5.4094 0.03 0.00 -0.03
H 1.6148 1.3156 -5.4177 -0.01 0.05 0.01
H -4.3755 -2.2189 1.5536 -0.07 -0.02 0.03
C 2.3373 -2.5544 2.4021 0.07 0.11 -0.43
C -0.3966 1.0381 -4.6689 -0.04 0.04 -0.01
C 2.9915 -2.0176 1.2412 0.06 -0.12 0.04
H -1.0837 0.5707 -6.6474 0.01 -0.03 0.01
C -4.0732 1.3108 3.0085 0.08 -0.07 -0.10
C 2.0666 -1.1578 -2.2523 -0.09 -0.16 0.13
H 0.4538 2.5133 -6.0535 0.01 -0.06 0.09
C -2.9105 -2.3476 0.0155 -0.20 0.09 0.11
C 4.3036 -2.4972 3.7992 0.02 -0.04 0.16
C -3.0460 -0.6511 1.9894 0.10 -0.04 -0.24
H -2.4250 1.3002 -3.9307 0.04 0.06 -0.03
C -1.2493 2.3696 -0.5430 0.21 -0.20 -0.21
H -1.3704 2.6805 -3.6402 -0.04 -0.04 -0.02
H 3.4106 -2.6281 -1.4216 0.03 -0.02 0.01
H -1.8319 -2.2890 -0.0873 0.09 -0.02 -0.07
Zr 0.4034 -0.1032 0.1289 -0.24 -2.39 -0.33
F 2.2401 -3.2612 4.6306 -0.10 -0.06 0.08
H 1.6428 2.0666 3.7138 -0.02 -0.01 -0.01
C 2.9819 -1.6551 -1.1351 -0.10 -0.29 0.29
H -3.2461 -3.3528 -0.2730 0.01 0.02 0.04
H -0.6029 -3.1758 -1.9166 0.04 0.01 0.00
N -0.6105 -0.6749 1.6759 0.07 0.48 -0.28
H -1.5476 -0.6419 -5.4423 0.03 0.04 -0.04
H -2.8399 -4.1149 2.0797 0.01 0.03 0.00
C -1.6641 1.0015 3.1092 0.10 -0.11 0.08
H 4.7828 -2.6230 4.7593 -0.03 0.00 -0.05
C -1.5907 3.6723 -0.6106 -0.01 0.15 -0.01
C 0.7477 1.9338 -5.1689 -0.04 -0.07 0.05
```
Forces are in eV/Å.

Frontier orbital gap = 4.50 eV
HOMO = -0.15 eV
Net charge = -2
LUMO level = 4.35 eV

=====

Entry 2:
Below is a molecular structure, C33H41IrN11O5SSe, with properties calculated with ωB97M-V/def2-TZVPD.

The geometry in XYZ format:
```
93
Properties=species:S:1:pos:R:3:forces:R:3
N -1.9370 1.5063 -1.0911 0.03 0.19 -0.03
C 2.2878 -3.1659 -1.4961 -0.07 -0.05 0.17
H 0.8190 -6.1467 2.6387 0.00 0.00 0.00
H 1.6621 4.1686 -0.7244 -0.01 0.00 0.01
H 1.9115 -7.9591 3.9326 0.00 0.00 0.00
O 0.4651 -3.0042 0.1244 0.35 0.19 -0.04
O -1.3712 -3.7165 -4.3995 -0.04 0.00 0.02
C 2.0876 -0.8316 -2.0197 0.24 -0.14 0.24
H -3.5821 0.2890 -1.0621 -0.02 -0.01 -0.03
C -1.3694 2.6610 -1.5247 -0.06 0.17 -0.02
H 2.4730 2.4388 2.6914 -0.01 0.00 -0.01
C -2.8136 -4.4804 1.1744 0.02 0.03 -0.02
C -1.8730 -4.1894 -1.0624 0.03 -0.01 0.04
C 2.8957 -2.0696 -2.3573 0.03 0.08 -0.06
H -4.8091 -3.7373 1.3522 0.00 0.00 0.01
N -2.9289 -1.7069 1.4396 0.12 0.02 0.03
C -0.0726 0.7309 -5.1018 -0.04 -0.04 -0.03
H -4.2150 -4.5317 2.8070 0.03 0.00 0.01
H -2.4761 0.2957 0.9925 0.01 0.01 0.00
H -2.6741 -0.0708 2.7020 0.02 0.02 -0.01
C -3.9936 2.1456 -2.0961 0.03 0.05 0.02
H -3.1504 -5.3837 0.6672 0.01 0.00 0.00
H -1.9209 -4.9598 -6.4457 0.02 0.00 -0.02
C 3.7129 -6.8584 4.3122 0.03 0.02 0.01
H -2.7101 -2.6579 3.2973 0.00 -0.03 -0.01
N -0.6648 0.0173 -2.9064 0.22 0.07 0.22
C -3.4692 -2.5396 2.5173 0.01 0.00 0.00
Ir -0.4370 0.0976 -0.7499 -0.17 -0.66 0.35
C -1.5208 -2.7896 -5.1788 -0.11 0.03 0.02
C -2.1007 3.6011 -2.2326 -0.02 -0.03 0.01
C 5.5230 -2.8319 3.3814 0.01 0.01 -0.01
C 2.4292 -7.0232 3.7750 -0.04 0.01 -0.02
H 5.7514 -2.0153 2.7007 -0.01 0.00 0.02
Se 3.3561 -1.1034 1.5839 -0.16 -0.09 -0.06
H 0.1003 4.8389 -0.2229 0.00 -0.02 0.01
N 2.2219 -3.6545 2.2320 -0.07 -0.13 -0.11
H 4.1545 -7.6685 4.8752 0.00 0.00 0.00
C -3.2103 1.2473 -1.3952 -0.05 0.04 0.10
H -2.3448 -4.2044 -8.0014 -0.02 0.01 0.00
O -3.8919 -4.3825 -6.7375 0.00 0.03 0.04
C -2.3995 -2.2118 0.3042 0.02 -0.21 -0.01
C 3.2607 -2.8209 2.3270 0.05 -0.10 -0.03
H 3.9456 -1.8733 -2.1415 -0.01 0.01 0.01
H 5.5047 -2.4616 4.4049 0.00 -0.01 0.01
C 0.6087 4.2322 -0.9754 0.01 0.04 -0.06
H 0.2882 1.8105 -3.2875 0.03 -0.03 -0.04
H -4.0999 0.0210 1.6566 0.00 -0.02 0.00
H 0.3765 1.4878 -5.7280 0.00 0.00 0.00
C -0.5434 -0.4611 -5.6341 -0.03 0.07 -0.01
N 1.1352 -1.1504 -1.0519 -0.37 -0.37 -0.59
H 2.8203 -2.2571 -3.4282 -0.01 0.00 0.00
C -3.9309 -3.8744 1.9867 -0.05 0.00 -0.01
N 1.4596 2.0612 0.4744 0.17 -0.10 0.11
H -1.1167 -4.9264 -0.7927 -0.02 -0.02 0.02
C -3.4309 3.3409 -2.5187 -0.03 -0.02 0.00
C 4.4281 -5.6883 4.1392 0.02 -0.03 -0.01
C -1.0779 -1.4083 -4.7759 0.04 -0.04 0.08
H 2.9995 -3.6123 -0.7989 -0.04 0.00 0.01
H 5.4177 -5.5659 4.5569 0.00 0.00 0.00
N 1.9009 1.6117 2.6533 0.02 -0.01 0.09
N 4.2358 -3.4133 3.0272 0.00 0.04 0.11
H -1.6337 4.5190 -2.5587 0.00 0.00 0.00
C 0.0094 2.8741 -1.0577 -0.26 -0.05 0.25
C -0.1334 0.9260 -3.7385 0.01 0.02 0.05
H -4.0503 -4.6575 -5.8283 0.01 -0.03 -0.01
H -4.0207 4.0605 -3.0700 0.00 0.00 0.00
O 2.2353 0.2734 -2.4827 0.02 0.00 -0.04
H -1.5485 -1.8278 -2.7264 0.00 -0.05 0.03
H -1.9653 -4.7576 1.8099 0.00 0.01 0.01
H -5.0268 1.9075 -2.3034 0.00 -0.01 0.00
H -2.6956 -4.6924 -1.5738 0.00 0.03 -0.02
O -2.0078 -1.4479 -0.6483 0.35 0.09 -0.10
C 2.5268 -4.8451 2.8867 0.01 0.06 -0.02
H -0.4647 -0.6527 -6.6971 0.02 -0.01 0.00
H 0.4979 4.7361 -1.9366 0.01 0.03 0.01
H -4.3049 -1.9957 2.9577 0.01 0.01 0.00
N -2.0578 -2.9099 -6.4108 0.12 0.01 -0.04
H 1.8364 1.0217 3.4622 0.02 -0.02 -0.02
S 0.2820 -0.1708 1.4805 -0.15 0.70 0.10
H -1.4161 -3.4819 -1.7327 0.02 0.09 -0.08
N 0.5229 1.8242 -0.5000 -0.14 0.10 -0.36
H 6.2930 -3.5927 3.2785 0.00 0.00 0.00
N -2.3637 -3.5453 0.1465 -0.14 0.06 -0.07
H 1.8356 -3.9838 -2.0583 0.02 0.02 -0.05
C -3.0505 -0.2829 1.7008 -0.10 0.01 -0.05
C 1.8095 -6.0207 3.0529 -0.01 -0.03 0.05
C 3.8055 -4.6880 3.4057 0.00 0.03 -0.01
C -2.5184 -4.1885 -6.9286 -0.03 -0.02 0.03
C 1.1905 -2.4687 -0.7164 0.09 0.08 0.22
C 1.2752 1.2977 1.5102 0.07 -0.13 -0.19
H 1.4248 -3.4936 1.6080 -0.01 0.09 -0.06
H -2.3232 -2.0766 -6.9099 0.01 -0.01 -0.03
C -1.1245 -1.1222 -3.4207 -0.07 -0.03 -0.09
```
Forces are in eV/Å.

Frontier orbital gap (alpha / beta) = 7.68 / 5.69 eV
HOMO (alpha / beta) = -13.03 / -13.02 eV
Relative energy (zero: lowest compared OMol25 entry of this formula, charge and spin) = 11.60 kcal per mole
Net charge = +2
LUMO level (alpha / beta) = -5.35 / -7.34 eV
Spin multiplicity = 2

=====

Calculated energy (eV), listed in the same order as above: -62681.5134 -140527.1297